Entry from OMol25: a 6-piece molecular cluster, C21H39B2IN2O18Si overall (ωB97M-V/def2-TZVPD).

Output
SMILES = C[C@@H](I)C[Si@@](CCCN)(B(N)O)B(O)O.O=C1OCCO1.O=C1OCCO1.O=C1OCCO1.O=C1OCCO1.O=C1OCCO1
E_tot = -2924.49733 Ha
HOMO level = -8.22 eV
orbital gap = 8.6 eV

The geometry in ORCA input format:
```
! RIJCOSX wB97M-V def2-TZVPD def2/J DEFGRID3
* xyz 0 1
C 4.6342 -1.0859 -0.2830
C 3.8443 0.2120 0.1245
I 4.4751 1.7610 -1.2505
C 2.3290 -0.1262 0.0521
Si 1.1611 1.3801 0.0864
C -0.5753 0.9306 0.8135
C -1.0100 -0.5435 0.5163
C -1.7567 -1.0829 1.7903
N -2.7844 -0.0691 2.1580
B 1.8132 2.8923 1.1866
N 1.8861 2.7049 2.6636
O 2.1630 4.1328 0.6102
B 0.7697 1.9914 -1.7691
O 0.5370 3.3774 -2.0094
O 0.7140 1.0678 -2.8407
H 4.5841 -1.8669 0.4894
H 4.2686 -1.4195 -1.2636
H 5.6922 -0.7993 -0.4528
H 4.1307 0.4488 1.1632
H 2.1011 -0.8146 0.8928
H 2.1572 -0.6857 -0.8892
H -0.4722 1.0660 1.9115
H -1.3159 1.6848 0.4909
H -0.1808 -1.2107 0.2389
H -1.7868 -0.5055 -0.2737
H -2.2305 -2.0598 1.6293
H -1.0202 -1.1322 2.6109
H -3.6207 -0.5488 2.4936
H -2.4592 0.4975 2.9295
H 2.8311 2.4009 2.8777
H 1.6822 3.6051 3.0942
H 2.6691 4.0169 -0.1940
H -0.0700 3.6676 -1.3282
H -0.2074 1.1060 -3.1557
C -0.1383 -4.9176 3.3066
C -0.8528 -4.7431 4.6197
O -0.2353 -3.5731 5.1578
C 0.2723 -2.8650 4.1188
O 0.7012 -1.7624 4.2071
O 0.2227 -3.5795 2.9692
H -0.7724 -5.3535 2.5367
H 0.7713 -5.5166 3.3995
H -1.9214 -4.5523 4.4922
H -0.7209 -5.5931 5.2872
C 6.2138 -4.1398 -4.6074
C 6.7601 -3.0216 -3.7613
O 5.5839 -2.4701 -3.1694
C 4.6359 -3.4429 -3.1701
O 3.5985 -3.3687 -2.6017
O 5.0306 -4.5124 -3.9045
H 6.8988 -4.9821 -4.6865
H 5.9391 -3.8095 -5.6121
H 7.4204 -3.3797 -2.9674
H 7.2864 -2.2703 -4.3473
C 0.9230 7.0878 -2.6387
C 0.6462 6.2769 -3.8742
O -0.6869 6.6657 -4.2120
C -0.9057 7.8892 -3.6726
O -1.8528 8.5658 -3.9048
O 0.0993 8.2401 -2.8319
H 1.9701 7.3701 -2.5454
H 0.6107 6.5776 -1.7242
H 1.3105 6.5359 -4.7032
H 0.7062 5.2049 -3.6924
C -6.0999 -1.9983 5.8166
C -6.0712 -0.7055 5.0491
O -4.9151 -0.8502 4.2184
C -4.6930 -2.1867 4.0783
O -3.9137 -2.6655 3.3204
O -5.4760 -2.9081 4.9143
H -7.1103 -2.3232 6.0575
H -5.5122 -1.9532 6.7364
H -6.9489 -0.5764 4.4114
H -5.9734 0.1634 5.6969
C -4.2604 0.1457 -2.4895
C -4.3374 -0.9128 -3.5570
O -3.4204 -0.4313 -4.5412
C -2.5428 0.3832 -3.9140
O -1.5512 0.8161 -4.4092
O -2.9323 0.6438 -2.6452
H -4.4103 -0.2520 -1.4873
H -4.9660 0.9629 -2.6569
H -3.9962 -1.8891 -3.2045
H -5.3366 -1.0169 -3.9758
*
```